27
Properties=species:S:1:pos:R:3:forces:R:3 method="wB97M-V/def2-TZVPD" homo_lumo_gap_ha=0.3378 molar_mass_g_mol=153.20 total_charge=+1 lumo_ev=-2.899 e_tot_ha=-535.64425 de_lowest_ev=2.607
C 0.9768 0.3020 2.1111 -0.99 -0.09 0.86
C -0.4353 -0.2716 2.3753 0.18 -0.23 0.93
C -0.8761 -1.2516 1.2888 0.97 0.21 1.73
C -1.4714 -1.0242 0.1470 -0.60 1.24 -1.02
N -1.5623 -2.0639 -0.8060 3.36 2.68 0.99
C -2.6280 -2.5650 -1.0766 -3.84 -2.48 -1.22
N 1.0055 1.7427 1.7570 2.13 0.45 -2.11
H 1.6143 0.1702 2.9513 0.29 0.30 1.18
H 1.5166 -0.2435 1.4034 0.36 -0.70 -1.79
H -0.3404 -0.8411 3.3363 -0.13 0.31 -0.86
H -1.1090 0.5540 2.6837 0.01 -0.39 -0.71
H -0.5038 -2.2637 1.4827 -0.21 0.24 -0.19
H -1.8310 -0.0041 -0.1950 0.44 -1.34 0.50
H -3.6276 -2.4271 -0.6267 0.48 0.49 0.14
H -2.6025 -3.3100 -1.8497 -0.24 -0.51 -0.41
H 0.3945 2.0144 0.9097 0.29 -0.37 0.54
H 1.9981 1.9793 1.3951 -1.88 -0.35 0.79
H 0.8683 2.3116 2.5723 -0.41 0.49 0.35
H 0.9492 -1.6185 -1.7928 1.16 1.52 -0.55
H 1.6071 -1.4092 -3.1020 0.35 -0.24 -1.03
O 1.5832 -0.9765 -2.2595 -1.61 -1.50 1.65
H 2.3258 1.3462 -2.9109 -1.07 0.62 0.61
H 1.0969 1.4754 -3.7000 -0.99 -0.24 -1.07
O 1.4412 1.7963 -2.8852 2.02 -0.17 0.38
H 0.4731 1.9352 -1.5216 0.16 0.01 0.21
H -0.8328 2.4639 -0.9829 -3.90 1.49 -1.24
O -0.0307 2.1789 -0.7049 3.68 -1.45 1.34

***

18
Properties=species:S:1:pos:R:3:forces:R:3 method="wB97M-V/def2-TZVPD" homo_lumo_gap_ha="0.1098 / 0.3360" molar_mass_g_mol=88.15 spin_multiplicity=2 total_charge=-1 lumo_ev="4.210 / 4.146" e_tot_ha=-268.98481 de_lowest_ev=1.872 s_squared=0.75
C -0.7579 -1.0513 0.7409 1.77 -0.55 0.72
N -1.0122 -2.4703 0.4260 1.53 -2.92 0.00
C -0.9291 -0.2200 -0.5232 -1.21 -0.87 0.61
C -0.3171 1.1424 -0.6837 1.09 1.62 -2.38
C 0.8313 1.7394 0.1204 -2.34 -1.86 2.76
N 2.0790 1.1063 -0.2785 0.71 -2.41 1.67
H -1.3751 -0.8104 1.5805 -1.00 0.53 0.15
H 0.2262 -0.7517 1.1897 -0.10 -1.00 -0.39
H -0.1049 -3.0456 0.0307 -2.50 2.08 1.36
H -1.4386 -3.0975 1.2086 1.25 1.96 -1.41
H -0.5959 -0.8873 -1.3119 -0.19 0.01 -0.28
H -2.0329 -0.0978 -0.5661 0.50 -0.23 -0.65
H 0.2502 1.2351 -1.6624 -1.43 -0.47 0.10
H -1.1636 1.8417 -0.7314 0.41 0.24 0.10
H 0.4189 1.4948 1.1939 1.52 0.85 -1.08
H 0.7597 2.7974 -0.0671 0.55 0.48 0.16
H 2.8203 1.2148 0.5308 -1.88 -0.61 -1.96
H 1.8041 -0.0089 -0.3546 1.31 3.15 0.51

***

105
Properties=species:S:1:pos:R:3:forces:R:3 method="wB97M-V/def2-TZVPD" homo_lumo_gap_ha="0.2890 / 0.2892" molar_mass_g_mol=1272.91 spin_multiplicity=4 total_charge=+1 lumo_ev="-2.744 / -2.740" e_tot_ha=-5146.59118 s_squared=3.75
Nd 0.2393 0.2514 0.2892 3.78 1.63 0.85
F -3.7766 -0.4126 3.3748 0.00 -0.10 -0.32
C -4.0379 0.3569 2.3195 0.00 0.53 0.52
F -5.3486 0.4244 2.1317 0.50 -0.22 -0.30
F -3.5927 1.5927 2.6070 -0.12 -0.55 -0.20
S -3.1301 -0.3898 0.8502 -2.41 0.72 3.99
O -1.7483 -0.2414 1.2502 -0.30 -0.38 1.52
O -3.8252 -1.6030 0.7218 -0.61 -0.58 0.24
N -3.4373 0.5974 -0.3425 -2.06 1.73 1.42
S -2.5318 1.7225 -0.9154 -0.78 4.53 0.21
O -1.1231 1.6032 -0.5787 -1.32 2.45 -0.92
O -2.8540 2.0693 -2.2410 -0.35 0.37 -0.60
C -2.9450 3.2213 0.1317 0.31 0.38 0.73
F -2.2373 3.0835 1.2735 -0.30 0.12 -0.34
F -2.5114 4.3334 -0.4584 -0.23 -0.47 -0.20
F -4.2299 3.3417 0.4369 0.43 -0.27 -0.41
C -0.5413 -3.5888 2.7739 0.06 0.24 -0.39
C -0.4836 -3.4049 1.2599 -0.14 -0.05 0.11
C 0.1130 -4.6140 0.5421 -0.04 0.33 0.02
O -1.7722 -3.0818 0.7385 0.14 -0.59 0.12
C 0.2953 -2.1533 0.8613 0.19 -2.14 0.73
O 0.9147 -1.4385 1.6803 0.30 -0.58 0.74
O 0.2380 -1.8141 -0.3531 0.09 -1.05 -0.70
H -1.0983 -4.4909 3.0123 -0.04 -0.11 0.02
H -1.0441 -2.7353 3.2245 0.01 0.03 0.07
H 0.4610 -3.6635 3.1858 0.08 -0.05 0.10
H -0.4597 -5.5053 0.7890 -0.05 -0.09 0.04
H 1.1386 -4.7639 0.8648 0.19 -0.13 0.03
H 0.0894 -4.4594 -0.5358 0.00 0.02 -0.02
H -2.3119 -3.8819 0.7121 -0.01 0.07 0.01
N -0.8756 6.8681 3.2948 -0.23 0.22 0.32
C -0.4254 6.2574 2.4377 -0.13 0.11 0.29
C 0.0862 5.4729 1.3781 0.39 -0.48 -0.72
C 0.3282 6.0258 0.1213 0.03 -0.28 0.19
C 0.7724 5.1775 -0.8769 0.04 -0.05 0.03
C 0.9469 3.8329 -0.5858 0.00 0.17 -0.01
N 0.7276 3.2929 0.6152 0.09 0.14 -0.23
C 0.3156 4.1095 1.5770 0.04 0.17 0.08
H 0.1705 7.0801 -0.0511 -0.03 0.04 -0.04
H 0.9778 5.5509 -1.8673 0.02 0.00 -0.11
H 1.2857 3.1427 -1.3448 -0.07 0.12 -0.09
H 0.1372 3.6840 2.5560 0.01 -0.04 0.03
I -2.3475 -0.7900 -1.5585 1.55 -5.87 -6.82
I -1.2145 -2.6146 -3.3082 -0.08 -0.20 0.03
C 1.6748 8.4100 4.6645 -0.19 0.00 -0.01
C 2.2747 7.0886 5.0194 0.05 -0.04 0.00
C 2.3098 6.6532 6.3389 0.04 0.01 -0.14
C 2.9062 5.4574 6.6811 0.07 -0.19 -0.08
C 3.4915 4.6531 5.7068 -0.25 0.33 -0.25
N 4.1850 3.5051 6.1417 0.04 0.09 0.64
C 4.6923 2.4560 5.4481 -0.07 -0.30 -0.37
O 5.6444 1.8165 5.8179 0.26 -0.08 0.07
N 4.0472 2.1226 4.2334 0.72 0.04 -0.12
C 2.7108 1.8842 4.0483 -0.82 -0.04 -0.13
C 1.7400 2.0529 5.0426 0.04 -0.10 -0.24
C 0.4262 1.7604 4.7408 0.07 0.00 -0.26
C 0.0930 1.3365 3.4625 -0.26 -0.04 0.07
N 1.0022 1.1813 2.4943 0.10 -0.10 1.02
C 2.2740 1.4298 2.7970 0.09 0.08 0.09
C 3.4265 5.0572 4.3784 0.05 -0.09 -0.06
C 2.8214 6.2586 4.0495 -0.05 0.01 0.15
H 1.7415 9.0971 5.5027 0.02 0.13 0.04
H 0.6215 8.2846 4.4144 0.00 0.11 0.00
H 2.1779 8.8494 3.8064 0.03 0.08 -0.05
H 1.8773 7.2703 7.1102 -0.04 0.10 0.14
H 2.9474 5.1547 7.7166 0.00 -0.07 0.15
H 4.6117 3.5997 7.0566 0.01 -0.12 -0.20
H 4.6684 1.6203 3.6113 -0.02 -0.02 0.23
H 2.0135 2.3748 6.0326 0.05 0.06 0.10
H -0.3406 1.8571 5.4925 -0.09 0.02 0.04
H -0.9404 1.1060 3.2205 0.11 0.02 -0.04
H 3.0070 1.2517 2.0158 0.03 0.06 -0.05
H 3.8773 4.4630 3.5988 0.06 -0.02 -0.01
H 2.8055 6.5728 3.0149 0.04 0.04 -0.11
C 4.1759 1.3168 -3.6075 0.00 -0.20 0.15
C 3.6476 0.9222 -2.2321 -0.48 -0.01 0.11
C 3.7391 2.1077 -1.2670 -0.03 -0.29 0.07
P 1.9521 0.0764 -2.1373 0.77 -0.25 -1.34
C 0.8588 0.4826 -3.6257 0.08 0.13 0.41
C 1.2460 -0.0621 -4.9973 -0.18 0.00 0.25
C 0.5893 1.9914 -3.6618 -0.04 -0.18 0.11
C 2.4644 -1.7126 -2.3506 -0.04 0.23 0.24
C 3.1123 -2.1949 -1.0464 -0.22 0.15 0.07
C 3.4119 -2.0398 -3.5013 -0.28 0.05 0.05
H 5.1923 1.6919 -3.4950 0.09 0.07 -0.04
H 3.5795 2.1035 -4.0595 -0.07 0.08 -0.08
H 4.2097 0.4687 -4.2813 0.01 -0.04 -0.15
H 4.2992 0.1351 -1.8353 -0.10 0.00 -0.02
H 3.3994 3.0245 -1.7436 -0.10 0.10 0.03
H 4.7740 2.2669 -0.9695 0.09 0.05 0.04
H 3.1431 1.9263 -0.3617 0.16 0.20 -0.08
H -0.0903 -0.0042 -3.3485 0.29 0.09 -0.07
H 2.2311 0.2648 -5.3106 0.15 -0.07 -0.08
H 0.5288 0.3025 -5.7269 -0.14 0.13 -0.12
H 1.1629 -1.1453 -5.0134 0.18 -0.06 -0.05
H 1.5144 2.5640 -3.6622 0.07 0.16 -0.01
H -0.0259 2.2970 -2.8134 0.07 0.08 -0.07
H 0.0431 2.2466 -4.5678 -0.07 0.03 -0.05
H 1.5289 -2.2580 -2.5130 0.06 0.17 0.14
H 4.1610 -1.9038 -0.9985 0.08 0.03 0.01
H 3.0751 -3.2808 -1.0139 0.04 -0.15 0.11
H 2.6081 -1.8037 -0.1567 0.20 -0.17 -0.09
H 4.4056 -1.6329 -3.3352 0.13 0.04 -0.02
H 3.0335 -1.7050 -4.4552 0.09 0.08 -0.20
H 3.4944 -3.1208 -3.5605 0.16 -0.22 0.01

***

Number 1: largest force on an atom 0.0920 hartree/bohr. Number 2: largest force on an atom 0.0790 hartree/bohr. Number 3: largest force on an atom 0.1775 hartree/bohr.